[1]
Here is a molecular structure, C53H125Br15O32P8 in a non-equilibrium geometry from the Open Molecules 2025 dataset. Energies are from ωB97M-V/def2-TZVPD.

```
! wB97M-V def2-TZVPD RIJCOSX def2/J DEFGRID3
* xyz 0 1
C -24.292 11.444 -10.822
Br -23.480 9.758 -11.510
Br -25.655 10.971 -9.359
Br -25.084 12.497 -12.309
H -23.723 12.271 -10.396
C -12.815 5.462 -4.253
Br -11.077 6.354 -4.495
Br -13.453 5.534 -2.446
Br -12.813 3.559 -4.881
H -13.561 6.080 -4.752
C -17.167 13.107 -18.391
Br -16.759 13.480 -16.598
Br -15.675 12.434 -19.595
Br -18.033 14.728 -19.180
H -17.886 12.288 -18.355
C -13.315 -0.223 -11.530
Br -11.749 -0.978 -10.632
Br -13.031 -0.660 -13.454
Br -13.425 1.782 -11.389
H -14.213 -0.686 -11.121
C -19.920 1.859 -2.717
Br -21.449 3.128 -3.108
Br -20.613 0.120 -2.278
Br -18.933 2.318 -1.019
H -19.225 1.718 -3.545
C -15.467 8.187 2.974
C -16.888 7.823 3.254
O -17.484 9.065 3.599
P -18.234 9.953 2.496
O -19.728 10.059 2.686
O -17.814 9.280 1.097
C -18.624 9.290 -0.089
C -19.635 8.140 0.178
O -17.396 11.378 2.496
C -17.688 12.337 1.525
C -16.844 13.490 1.767
H -14.962 7.221 2.989
H -15.278 8.715 2.039
H -15.013 8.648 3.851
H -17.274 7.267 2.399
H -16.963 7.182 4.132
H -19.163 10.205 -0.335
H -17.807 9.074 -0.777
H -20.169 8.539 1.040
H -20.443 8.099 -0.553
H -19.099 7.238 0.475
H -17.607 11.978 0.499
H -18.759 12.526 1.601
H -16.900 13.757 2.823
H -15.840 13.189 1.469
H -16.998 14.323 1.082
C -26.628 -0.090 -15.831
C -25.330 0.441 -15.120
O -24.319 -0.600 -15.246
P -23.187 -0.692 -14.127
O -22.969 0.627 -13.487
O -23.832 -1.858 -13.138
C -23.110 -2.135 -12.057
C -24.081 -2.393 -10.928
O -21.881 -1.471 -14.682
C -20.759 -0.851 -15.223
C -19.472 -1.606 -15.034
H -26.687 -0.393 -16.877
H -26.953 -1.006 -15.337
H -27.440 0.600 -15.601
H -24.977 1.365 -15.578
H -25.478 0.796 -14.100
H -22.408 -2.938 -12.282
H -22.404 -1.355 -11.771
H -24.401 -1.445 -10.496
H -24.981 -2.857 -11.334
H -23.498 -2.891 -10.154
H -20.964 -0.660 -16.277
H -20.713 0.054 -14.617
H -19.803 -2.548 -15.473
H -18.575 -1.228 -15.524
H -19.304 -1.836 -13.982
C -15.284 19.168 -4.954
C -16.211 18.130 -5.718
O -16.697 17.263 -4.713
P -16.893 15.644 -5.066
O -17.513 14.905 -3.960
O -17.501 15.484 -6.588
C -18.709 16.205 -6.776
C -19.411 15.518 -7.916
O -15.416 15.123 -5.258
C -15.051 13.746 -5.544
C -14.960 12.995 -4.192
H -15.002 19.930 -5.681
H -15.938 19.557 -4.174
H -14.431 18.716 -4.448
H -17.158 18.591 -6.001
H -15.707 17.592 -6.521
H -19.332 16.205 -5.882
H -18.527 17.279 -6.816
H -20.475 15.747 -7.973
H -19.026 15.797 -8.897
H -19.391 14.434 -7.799
H -15.764 13.201 -6.163
H -14.115 13.894 -6.082
H -14.492 13.701 -3.506
H -15.895 12.792 -3.669
H -14.431 12.042 -4.212
C -11.659 20.947 -18.113
C -12.044 20.379 -16.697
O -10.794 20.144 -15.996
P -10.865 19.886 -14.455
O -10.860 21.198 -13.680
O -9.585 18.924 -14.320
C -8.513 19.404 -13.520
C -7.497 20.239 -14.355
O -12.170 18.927 -14.351
C -12.874 18.981 -13.110
C -13.400 17.635 -12.821
H -10.722 20.599 -18.547
H -12.573 20.777 -18.682
H -11.506 22.025 -18.062
H -12.691 21.055 -16.138
H -12.540 19.409 -16.674
H -8.950 19.972 -12.699
H -7.959 18.572 -13.086
H -6.742 20.562 -13.639
H -7.027 19.538 -15.045
H -7.992 21.087 -14.827
H -12.219 19.093 -12.247
H -13.695 19.697 -13.079
H -14.241 17.336 -13.447
H -12.559 16.944 -12.777
H -13.841 17.839 -11.845
C -4.602 14.028 -11.153
C -5.654 12.964 -10.877
O -6.444 13.209 -9.742
P -8.027 13.358 -9.619
O -8.698 14.034 -10.802
O -8.256 14.071 -8.200
C -8.170 15.421 -7.931
C -9.312 16.147 -8.589
O -8.584 11.837 -9.242
C -8.586 10.807 -10.274
C -7.855 9.489 -9.804
H -4.293 14.002 -12.198
H -5.116 14.945 -10.866
H -3.739 13.862 -10.507
H -6.422 12.961 -11.651
H -5.153 12.007 -10.730
H -8.389 15.637 -6.885
H -7.146 15.779 -8.036
H -10.322 15.885 -8.275
H -9.199 17.214 -8.400
H -9.377 16.074 -9.674
H -9.598 10.500 -10.535
H -8.007 11.113 -11.146
H -6.940 9.575 -9.218
H -8.561 8.885 -9.234
H -7.723 8.920 -10.725
C -19.714 5.890 -17.092
C -18.843 4.907 -17.795
O -17.718 5.476 -18.502
P -16.297 4.761 -18.468
O -16.208 3.477 -17.736
O -15.659 4.713 -19.989
C -15.992 5.602 -21.037
C -17.168 5.014 -21.843
O -15.320 5.921 -17.810
C -15.463 6.432 -16.456
C -16.128 7.764 -16.530
H -19.083 6.575 -16.526
H -20.244 6.453 -17.861
H -20.440 5.430 -16.421
H -18.483 4.164 -17.084
H -19.340 4.354 -18.592
H -16.273 6.602 -20.706
H -15.080 5.780 -21.607
H -17.376 5.615 -22.729
H -16.819 4.114 -22.348
H -18.145 4.924 -21.367
H -16.106 5.796 -15.847
H -14.467 6.462 -16.015
H -15.566 8.531 -17.063
H -17.025 7.662 -17.141
H -16.317 8.193 -15.546
C -18.719 4.154 -9.047
C -19.349 5.425 -9.602
O -18.401 6.444 -9.630
P -18.227 7.397 -8.382
O -17.630 6.757 -7.215
O -17.350 8.617 -8.994
C -17.881 9.558 -9.884
C -16.665 10.494 -10.184
O -19.684 7.908 -8.065
C -20.240 8.065 -6.794
C -20.537 9.492 -6.595
H -19.394 3.313 -9.205
H -17.699 3.996 -9.397
H -18.733 4.289 -7.965
H -19.603 5.219 -10.641
H -20.270 5.686 -9.080
H -18.105 9.003 -10.795
H -18.772 10.132 -9.631
H -16.818 11.030 -11.120
H -16.746 11.368 -9.538
H -15.701 10.004 -10.045
H -21.192 7.543 -6.888
H -19.662 7.689 -5.949
H -21.117 9.699 -5.696
H -19.606 10.029 -6.413
H -21.137 9.834 -7.438
C -27.754 7.679 -3.823
C -29.143 8.311 -3.805
O -29.744 8.476 -2.505
P -30.383 7.221 -1.693
O -29.607 5.995 -1.848
O -31.904 7.176 -2.157
C -32.401 6.422 -3.272
C -33.126 7.495 -4.204
O -30.512 7.759 -0.193
C -31.331 7.003 0.733
C -32.581 7.849 0.938
H -26.968 8.352 -3.480
H -27.707 6.778 -3.212
H -27.569 7.415 -4.864
H -29.309 9.195 -4.421
H -29.868 7.617 -4.232
H -31.793 5.681 -3.791
H -33.098 5.732 -2.796
H -33.769 8.158 -3.625
H -32.394 8.193 -4.610
H -33.784 7.043 -4.946
H -31.460 6.042 0.235
H -30.702 6.927 1.620
H -32.314 8.598 1.684
H -33.099 8.257 0.070
H -33.397 7.414 1.515
*
```

Results
LUMO	-0.9	eV
electronic energy	-1247468.0490	eV
highest occupied orbital energy	-10.066	eV

Atomic partial charges in e from the Löwdin method, atoms 1 to 2: C -1.449; Br 0.515

=====

[2]
Here is a molecular structure, C10H17N2S3 in a non-equilibrium geometry from the Open Molecules 2025 dataset. Energies are from ωB97M-V/def2-TZVPD.

```
! wB97M-V def2-TZVPD RIJCOSX def2/J DEFGRID3
* xyz 1 1
C 1.898 2.082 0.840
C 0.856 1.752 1.882
N -0.129 0.814 1.451
C -0.592 1.038 0.229
N 0.046 1.777 -0.710
C 1.235 2.579 -0.400
C -0.566 1.888 -2.010
C -1.692 0.892 -2.093
S -1.938 0.309 -0.454
H 2.633 2.769 1.245
H 2.372 1.132 0.611
H 1.268 1.391 2.822
H 0.397 2.706 2.206
H 0.928 3.632 -0.178
H 1.892 2.494 -1.263
H -0.969 2.896 -2.181
H 0.163 1.526 -2.727
H -2.654 1.281 -2.375
H -1.453 -0.050 -2.578
C -2.026 -1.342 5.266
C -1.942 -2.014 3.907
S -0.606 -1.274 2.820
C -1.244 0.359 2.695
S -0.992 1.078 4.283
C -2.363 0.132 5.154
H -2.797 -1.843 5.865
H -1.147 -1.511 5.875
H -1.633 -3.049 4.056
H -2.867 -2.004 3.325
H -2.140 0.669 2.018
H -3.295 0.363 4.626
H -2.398 0.569 6.158
*
```

Results
ΔE to the lowest compared entry with this formula, charge and spin	0.0	kJ/mol
LUMO	-2.9	eV
electronic energy	-46124.2875	eV
highest occupied orbital energy	-11.301	eV

Atomic partial charges in e from the Löwdin method, atoms 1 to 2: C -0.141; C -0.225

=====

[3]
Here is a molecular structure, C19H24AsI2N5O6PSTc from the Open Molecules 2025 dataset. Energies are from ωB97M-V/def2-TZVPD.

```
! wB97M-V def2-TZVPD RIJCOSX def2/J DEFGRID3
* xyz 3 2
Tc -0.573 -0.278 0.778
I -2.137 -2.503 1.507
C -2.768 -3.828 -0.064
I -2.505 -3.134 -2.032
H -3.829 -3.954 0.119
H -2.221 -4.749 0.089
O 0.000 -0.242 4.418
As 1.476 -0.421 3.520
O 1.578 1.219 2.876
O 0.723 -0.946 1.811
C 1.098 2.386 3.437
C 1.785 3.023 4.445
C 1.335 4.257 4.905
C 0.218 4.867 4.351
C -0.479 4.239 3.335
C -0.040 2.990 2.888
S -1.020 2.191 1.722
O -0.117 1.591 0.558
O -2.023 3.046 1.212
O -1.498 0.854 2.262
H -0.044 -0.756 5.239
H 2.684 2.574 4.848
H 1.880 4.754 5.697
H -0.111 5.831 4.710
H -1.356 4.693 2.896
N -6.428 2.167 -3.370
C -5.554 1.787 -2.732
C -4.460 1.296 -1.944
C -4.668 0.822 -0.654
C -3.588 0.348 0.061
N -2.342 0.313 -0.441
C -2.146 0.809 -1.675
C -3.164 1.300 -2.458
H -5.652 0.833 -0.207
H -3.717 0.003 1.076
H -1.126 0.842 -2.030
H -2.958 1.694 -3.443
C 2.206 -2.855 -3.273
N 2.587 -3.094 -1.795
C 3.802 -2.192 -1.463
N 3.511 -0.836 -1.760
C 3.153 -0.675 -3.168
N 1.970 -1.473 -3.499
C 0.742 -0.967 -2.903
P 0.882 -1.050 -1.052
C 1.427 -2.808 -0.890
C 2.531 -0.233 -0.861
H 1.327 -3.463 -3.481
H 3.051 -3.206 -3.864
H 2.865 -4.072 -1.680
H 4.622 -2.561 -2.079
H 4.031 -2.344 -0.409
H 3.985 -1.005 -3.790
H 2.958 0.374 -3.380
H -0.114 -1.553 -3.236
H 0.593 0.065 -3.219
H 0.608 -3.480 -1.151
H 1.724 -2.999 0.142
H 2.857 -0.322 0.178
H 2.432 0.832 -1.079
*
```

Results
LUMO (spin up / spin down)	-10.9 / -10.5	eV
electronic energy	-139164.2007	eV
highest occupied orbital energy (spin up / spin down)	-17.024 / -17.023	eV
⟨S²⟩	0.757

Atomic partial charges in e from the Löwdin method, atoms 1 to 2: Tc 1.165; I 1.066

=====

[4]
Here is 2 unconnected molecules or ions with the total composition C4H10O from the Open Molecules 2025 dataset. Energies are from ωB97M-V/def2-TZVPD.

```
! wB97M-V def2-TZVPD RIJCOSX def2/J DEFGRID3
* xyz 0 1
C -1.119 1.091 0.092
C -1.057 -0.241 0.024
C -1.877 -1.086 -0.899
O -0.266 -1.023 0.812
H -1.872 1.623 -0.477
H -0.491 1.676 0.760
H -2.465 -0.463 -1.574
H -1.239 -1.749 -1.496
H -2.542 -1.720 -0.306
H 0.243 -0.452 1.402
C 2.535 0.465 0.334
H 2.174 -0.505 -0.020
H 1.953 1.242 -0.164
H 2.430 0.559 1.422
H 3.592 0.581 0.091
*
```

Results
ΔE to the lowest compared entry with this formula, charge and spin	75.5	kJ/mol
LUMO	0.9	eV
SMILES	C=C(C)O.C
electronic energy	-6357.0208	eV
highest occupied orbital energy	-8.862	eV

Atomic partial charges in e from the Löwdin method, atoms 1 to 2: C 0.030; C -0.481